Arrangement 1

Below is one molecule with the formula C2H3ClF2, with properties calculated with ωB97M-V/def2-TZVPD.

Cartesian coordinates (Å):
1 C 1.10 1.23 0.01
2 C 0.36 -0.05 0.00
3 F 0.53 -0.79 1.13
4 F 0.65 -0.84 -1.07
5 Cl -1.37 0.19 -0.04
6 H 0.45 1.99 -0.30
7 H 1.98 1.04 -0.68
8 H 1.57 1.38 0.97

**SMILES**: CC(F)(F)Cl
**Total charge**: 0
**LUMO level**: 0.928 eV
**HOMO**: -11.6129 eV
**Spin multiplicity**: 1
**M**: 100.495 u
**Gap between HOMO and LUMO**: 12.54 eV

---

Arrangement 2

Below is one molecule with the formula C2H3ClF2, with properties calculated with ωB97M-V/def2-TZVPD.

Cartesian coordinates (Å):
1 F -1.07 -1.02 0.07
2 C -0.74 0.19 -0.24
3 C 0.74 0.03 0.20
4 F 1.54 1.13 -0.11
5 Cl 1.26 -1.61 -0.13
6 H -0.95 0.30 -1.39
7 H -1.26 1.12 0.18
8 H 0.49 -0.14 1.43

**SMILES**: FC[C@H](F)Cl
**Total charge**: 0
**LUMO level**: 0.930 eV
**HOMO**: -10.7038 eV
**Spin multiplicity**: 1
**M**: 100.495 u
**Gap between HOMO and LUMO**: 11.63 eV

---

Arrangement 3

Below is one molecule with the formula C2H3ClF2, with properties calculated with ωB97M-V/def2-TZVPD.

Cartesian coordinates (Å):
1 F -1.82 -0.40 0.14
2 C -1.05 0.88 -0.31
3 C 0.20 0.51 0.34
4 F 1.35 1.27 -0.07
5 Cl 0.70 -1.14 -0.07
6 H -1.11 0.60 -1.24
7 H -1.61 1.82 0.08
8 H 0.17 0.77 1.48

**SMILES**: FC[C@H](F)Cl
**Total charge**: 0
**LUMO level**: 0.695 eV
**HOMO**: -11.3198 eV
**Spin multiplicity**: 1
**M**: 100.495 u
**Gap between HOMO and LUMO**: 12.01 eV

---

Arrangement 4

Below is a 2-piece molecular cluster, C2H3ClF2 overall, with properties calculated with ωB97M-V/def2-TZVPD.

Cartesian coordinates (Å):
1 C 1.78 0.34 1.03
2 C -1.45 -0.31 -1.14
3 F -2.31 -0.12 -2.24
4 F -1.04 -1.57 -0.87
5 Cl 0.23 -0.20 1.15
6 H 1.88 1.35 0.54
7 H 2.50 0.10 1.88
8 H -1.60 0.42 -0.34

**Total charge**: 0
**LUMO level (spin up / spin down)**: 0.347 / -0.236 eV
**HOMO (spin up / spin down)**: -8.6610 / -8.8119 eV
**Spin multiplicity**: 1
**M**: 100.495 u
**Gap between HOMO and LUMO (spin up / spin down)**: 9.01 / 8.58 eV

---

Relative energies, in eV, with the most stable structure set to zero: arrangement 1 0.000; arrangement 2 2.191; arrangement 3 1.853; arrangement 4 4.764.

---

Arrangement 1

Below is a 2-piece molecular cluster, C4H8O2S overall, with properties calculated with ωB97M-V/def2-TZVPD.

Cartesian coordinates (Å):
1 C -0.45 -0.41 0.52
2 C -0.75 0.68 -2.26
3 C 0.91 0.64 2.09
4 C 0.07 -0.34 -1.61
5 O 0.26 -1.57 0.83
6 O -0.38 0.45 1.68
7 S 1.14 -1.35 -2.05
8 H -1.47 -0.59 0.61
9 H -0.26 1.60 -1.77
10 H -0.61 0.68 -3.28
11 H -1.80 0.40 -1.93
12 H 1.51 0.66 1.25
13 H 1.18 -0.19 2.84
14 H 0.88 1.68 2.65
15 H -0.25 -2.33 0.44

**Total charge**: 0
**LUMO level**: 0.148 eV
**HOMO**: -7.9237 eV
**Spin multiplicity**: 1
**M**: 120.173 u
**Gap between HOMO and LUMO**: 8.07 eV

---

Arrangement 2

Below is one molecule with the formula C4H8O2S, with properties calculated with ωB97M-V/def2-TZVPD.

Cartesian coordinates (Å):
1 C 1.77 1.52 1.04
2 C 1.78 0.36 0.06
3 O 0.51 0.35 -0.54
4 C -0.35 -0.53 -0.29
5 S -0.28 -1.74 0.72
6 O -1.22 -0.53 -1.31
7 C -2.60 -1.06 -0.92
8 H 2.66 1.73 1.74
9 H 1.54 2.42 0.42
10 H 1.04 1.32 1.94
11 H 2.52 0.31 -1.01
12 H 1.60 -0.73 0.70
13 H -2.65 -0.94 0.16
14 H -3.49 -0.28 -1.36
15 H -2.82 -2.20 -1.35

**SMILES**: CCOC(=S)OC
**Total charge**: 0
**LUMO level**: 0.855 eV
**HOMO**: -8.7924 eV
**Spin multiplicity**: 1
**M**: 120.173 u
**Gap between HOMO and LUMO**: 9.65 eV

---

Arrangement 3

Below is one molecule with the formula C4H8O2S, with properties calculated with ωB97M-V/def2-TZVPD.

Cartesian coordinates (Å):
1 C 2.04 -1.39 0.00
2 O 0.61 -1.34 -0.05
3 C 0.11 -0.09 0.48
4 C -1.40 0.04 0.70
5 O -1.98 0.39 -0.49
6 C -1.15 1.44 -1.06
7 S 0.49 1.34 -0.55
8 H 2.22 -1.48 1.06
9 H 2.43 -0.47 -0.37
10 H 2.25 -2.23 -0.59
11 H 0.69 0.16 1.41
12 H -1.60 0.74 1.44
13 H -1.80 -0.89 0.92
14 H -1.61 2.39 -0.73
15 H -1.31 1.39 -2.19

**SMILES**: CO[C@@H]1COCS1
**Total charge**: 0
**LUMO level**: 0.840 eV
**HOMO**: -8.8703 eV
**Spin multiplicity**: 1
**M**: 120.173 u
**Gap between HOMO and LUMO**: 9.71 eV

---

Relative energies, in eV, with the most stable structure set to zero: arrangement 1 2.804; arrangement 2 1.850; arrangement 3 0.000.

---

Arrangement 1

Below is a 2-piece molecular cluster, C5H13N3O overall, with properties calculated with ωB97M-V/def2-TZVPD.

Cartesian coordinates (Å):
1 C -1.30 0.83 -1.76
2 C -1.06 1.11 -0.30
3 N 0.44 0.47 0.30
4 C 0.75 1.12 1.58
5 N 1.49 0.64 -0.65
6 H -0.36 0.77 -2.30
7 H -1.87 1.65 -2.20
8 H -1.86 -0.09 -1.89
9 H -0.82 2.17 -0.16
10 H -1.89 0.86 0.35
11 H 0.92 2.20 1.46
12 H 1.64 0.67 2.02
13 H -0.08 0.96 2.26
14 H 2.25 0.01 -0.39
15 H 1.84 1.60 -0.63
16 O 1.57 -1.90 1.51
17 C 0.60 -1.63 0.82
18 C -0.05 -2.17 -0.39
19 N -0.82 -1.90 0.86
20 H 0.13 -3.20 -0.67
21 H -0.27 -1.50 -1.21
22 H -1.23 -2.67 1.38

**SMILES**: CCN(C)N.O=C1CN1
**Total charge**: 0
**LUMO level**: 0.941 eV
**HOMO**: -8.4216 eV
**Spin multiplicity**: 1
**M**: 131.179 u
**Gap between HOMO and LUMO**: 9.36 eV

---

Arrangement 2

Below is a 2-piece molecular cluster, C5H13N3O overall, with properties calculated with ωB97M-V/def2-TZVPD.

Cartesian coordinates (Å):
1 C 1.80 -0.99 -0.70
2 C 0.67 -1.48 0.13
3 O 0.75 -1.27 1.49
4 N -0.32 -2.06 -0.41
5 N -1.42 -2.41 0.32
6 H 1.85 0.10 -0.63
7 H 2.74 -1.41 -0.34
8 H 1.65 -1.28 -1.73
9 H 1.54 -0.75 1.68
10 H -1.83 -3.25 -0.07
11 H -1.26 -2.49 1.32
12 C -0.91 0.94 -1.80
13 C -0.93 1.44 -0.41
14 N 0.12 1.75 0.21
15 C 0.05 2.22 1.56
16 H 0.05 1.12 -2.26
17 H -1.70 1.41 -2.38
18 H -1.10 -0.14 -1.78
19 H -1.92 1.52 0.06
20 H -0.98 2.35 1.92
21 H 0.57 1.51 2.20
22 H 0.58 3.18 1.61

**SMILES**: C/C(O)=N/N.C/C=N/C
**Total charge**: 0
**LUMO level**: 0.845 eV
**HOMO**: -8.3386 eV
**Spin multiplicity**: 1
**M**: 131.179 u
**Gap between HOMO and LUMO**: 9.18 eV

---

Relative energies, in eV, with the most stable structure set to zero: arrangement 1 2.542; arrangement 2 0.000.

---

Arrangement 1

Below is a 2-piece molecular cluster, C5H13N3O overall, with properties calculated with ωB97M-V/def2-TZVPD.

Cartesian coordinates (Å):
1 C -0.91 -0.77 0.05
2 C -0.29 1.25 0.24
3 C 1.04 1.11 0.85
4 C 2.01 -0.68 -0.74
5 C 1.27 -0.45 0.57
6 N -1.53 -1.11 1.30
7 N -1.93 -0.47 -0.95
8 N -0.42 1.88 -0.96
9 O 1.39 -1.19 1.55
10 H -0.41 -1.69 -0.29
11 H -1.12 1.40 0.93
12 H -0.83 -1.46 1.96
13 H -2.02 -0.33 1.72
14 H -2.88 -0.62 -0.61
15 H -1.80 -1.07 -1.75
16 H 0.33 1.77 -1.62
17 H -1.32 1.71 -1.40
18 H 1.02 1.21 1.94
19 H 1.80 1.73 0.37
20 H 2.99 -0.19 -0.68
21 H 2.13 -1.75 -0.91
22 H 1.50 -0.26 -1.60

**Total charge**: 0
**LUMO level**: 0.904 eV
**HOMO**: -7.2809 eV
**Spin multiplicity**: 1
**M**: 131.179 u
**Gap between HOMO and LUMO**: 8.19 eV

---

Arrangement 2

Below is one molecule with the formula C5H13N3O, with properties calculated with ωB97M-V/def2-TZVPD.

Cartesian coordinates (Å):
1 C -1.20 1.03 0.84
2 C 2.37 -1.04 1.05
3 C -1.80 -0.11 1.63
4 N -0.63 0.57 -0.62
5 C 0.68 -0.12 -0.46
6 C 1.05 -0.39 0.77
7 N -1.55 -0.26 -1.28
8 N 1.28 -0.14 -1.81
9 O -0.43 1.75 -1.39
10 H 0.32 1.47 -1.98
11 H -2.40 0.26 -1.46
12 H -1.16 -0.56 -2.16
13 H 2.27 0.09 -1.73
14 H 1.23 -1.07 -2.22
15 H -1.95 1.75 0.52
16 H -0.40 1.53 1.37
17 H 2.23 -1.89 1.71
18 H 2.93 -1.39 0.16
19 H 3.01 -0.33 1.58
20 H -2.45 -0.73 1.02
21 H -2.40 0.30 2.44
22 H -1.00 -0.73 2.03

**Total charge**: 0
**LUMO level**: 0.751 eV
**HOMO**: -6.5551 eV
**Spin multiplicity**: 1
**M**: 131.179 u
**Gap between HOMO and LUMO**: 7.31 eV

---

Arrangement 3

Below is a 3-piece molecular cluster, C5H13N3O overall, with properties calculated with ωB97M-V/def2-TZVPD.

Cartesian coordinates (Å):
1 C -0.41 0.80 0.29
2 C -0.15 -0.47 -0.28
3 C 0.20 -1.69 0.55
4 C -2.40 -0.68 0.20
5 C 2.01 0.20 -0.50
6 N -0.95 1.80 -0.45
7 N 0.05 1.07 1.53
8 N 2.65 0.16 -1.70
9 O 2.63 0.41 0.54
10 H -0.35 -0.59 -1.33
11 H -1.60 1.54 -1.17
12 H -1.12 2.69 -0.01
13 H -0.07 2.02 1.87
14 H 0.96 0.67 1.72
15 H 3.66 0.31 -1.76
16 H 2.14 -0.01 -2.55
17 H -0.24 -1.62 1.54
18 H -0.19 -2.58 0.07
19 H 1.28 -1.81 0.67
20 H -2.64 -0.33 1.20
21 H -2.49 -1.76 0.11
22 H -2.98 -0.16 -0.56

**Total charge**: 0
**LUMO level (spin up / spin down)**: 0.659 / 0.674 eV
**HOMO (spin up / spin down)**: -5.8866 / -5.8727 eV
**Spin multiplicity**: 1
**M**: 131.179 u
**Gap between HOMO and LUMO (spin up / spin down)**: 6.55 / 6.55 eV

---

Arrangement 4

Below is one molecule with the formula C5H13N3O, with properties calculated with ωB97M-V/def2-TZVPD.

Cartesian coordinates (Å):
1 C 0.68 -1.17 1.71
2 N 0.11 -1.57 0.43
3 N -0.85 -0.69 -0.12
4 N -2.11 -0.83 0.48
5 C -0.50 0.70 -0.50
6 C -0.78 1.79 0.55
7 C 0.94 0.80 -1.00
8 C 1.29 0.08 -2.28
9 O 1.82 1.44 -0.41
10 H 1.42 -1.93 2.00
11 H 1.20 -0.21 1.66
12 H -0.08 -1.14 2.50
13 H 0.85 -1.79 -0.23
14 H -2.07 -0.58 1.47
15 H -2.37 -1.82 0.49
16 H -1.13 0.95 -1.36
17 H -0.65 2.78 0.09
18 H -1.81 1.75 0.92
19 H -0.10 1.73 1.40
20 H 1.67 0.81 -3.01
21 H 0.41 -0.41 -2.71
22 H 2.05 -0.67 -2.07

**SMILES**: CNN(N)[C@@H](C)C(C)=O
**Total charge**: 0
**LUMO level**: 0.920 eV
**HOMO**: -8.3875 eV
**Spin multiplicity**: 1
**M**: 131.179 u
**Gap between HOMO and LUMO**: 9.31 eV

---

Relative energies, in eV, with the most stable structure set to zero: arrangement 1 0.436; arrangement 2 3.453; arrangement 3 1.587; arrangement 4 0.000.

---

Arrangement 1

Below is a 2-piece molecular cluster, C5H13N3O overall, with properties calculated with ωB97M-V/def2-TZVPD.

Cartesian coordinates (Å):
1 H -2.59 -1.12 -1.42
2 N -1.99 -0.46 -0.93
3 C -1.09 -0.99 -0.22
4 C -0.33 -0.17 0.98
5 N -1.13 -0.47 2.15
6 O 0.91 -0.70 1.18
7 C -0.37 1.35 0.70
8 C 1.00 1.96 0.44
9 H -0.97 -2.08 -0.06
10 H -2.11 -0.25 2.01
11 H -1.01 -1.43 2.44
12 H 1.42 -0.75 0.25
13 H -0.81 1.83 1.58
14 H -1.04 1.53 -0.14
15 H 0.90 3.03 0.27
16 H 1.66 1.80 1.29
17 H 1.48 1.53 -0.44
18 C 0.89 -0.71 -2.15
19 N 1.78 -0.99 -1.29
20 H 0.71 -1.28 -3.06
21 H 0.40 0.25 -2.10
22 H 2.30 -1.85 -1.47

**SMILES**: [H]/N=C/[C@@](N)(O)CC.C=N
**Total charge**: 0
**LUMO level**: 0.614 eV
**HOMO**: -8.6319 eV
**Spin multiplicity**: 1
**M**: 131.179 u
**Gap between HOMO and LUMO**: 9.25 eV

---

Arrangement 2

Below is a 3-piece molecular cluster, C5H13N3O overall, with properties calculated with ωB97M-V/def2-TZVPD.

Cartesian coordinates (Å):
1 N 1.17 -1.39 0.23
2 C 1.91 -0.45 -0.27
3 N 1.64 0.02 -1.53
4 N 2.82 0.28 0.44
5 H 1.51 -1.78 1.09
6 H 1.57 1.03 -1.60
7 H 0.84 -0.43 -1.95
8 H 3.39 0.94 -0.06
9 H 3.15 -0.10 1.32
10 C -2.32 -0.64 1.36
11 C -1.59 -0.65 0.25
12 C -2.20 -0.56 -1.11
13 H -1.88 -0.79 2.34
14 H -3.38 -0.43 1.35
15 H -0.40 -1.06 0.30
16 H -3.28 -0.38 -1.08
17 H -1.75 0.26 -1.67
18 H -2.01 -1.47 -1.68
19 C 0.23 1.89 0.58
20 O 0.72 2.43 -0.39
21 H 0.37 2.36 1.58
22 H -0.50 0.95 0.51

**SMILES**: N=C(N)N.C=CC.C=O
**Total charge**: 0
**LUMO level**: 0.810 eV
**HOMO**: -8.7238 eV
**Spin multiplicity**: 1
**M**: 131.179 u
**Gap between HOMO and LUMO**: 9.53 eV

---

Relative energies, in eV, with the most stable structure set to zero: arrangement 1 0.000; arrangement 2 0.459.

---

Arrangement 1

Below is one molecule with the formula C3H8N2O, with properties calculated with ωB97M-V/def2-TZVPD.

Cartesian coordinates (Å):
1 N 0.69 -1.85 1.28
2 C 0.29 -1.13 0.08
3 C -0.44 0.20 0.44
4 N 0.05 1.33 -0.40
5 C -0.70 1.89 -1.37
6 O -0.22 2.67 -2.17
7 H 0.32 -2.77 1.38
8 H 1.65 -1.76 1.48
9 H -0.46 -1.70 -0.48
10 H 1.16 -0.79 -0.49
11 H -1.52 0.23 0.48
12 H -0.06 0.46 1.44
13 H 1.01 1.55 -0.30
14 H -1.77 1.68 -1.36

**SMILES**: NCCNC=O
**Total charge**: 0
**LUMO level**: 0.925 eV
**HOMO**: -9.2847 eV
**Spin multiplicity**: 1
**M**: 88.110 u
**Gap between HOMO and LUMO**: 10.21 eV

---

Arrangement 2

Below is one molecule with the formula C3H8N2O, with properties calculated with ωB97M-V/def2-TZVPD.

Cartesian coordinates (Å):
1 C -2.04 -0.97 0.44
2 N -1.17 0.01 -0.28
3 C 0.06 0.31 0.33
4 O 0.28 0.52 1.50
5 C 1.21 0.44 -0.67
6 N 2.50 0.23 -0.03
7 H -1.43 -1.78 0.81
8 H -2.70 -1.40 -0.32
9 H -2.70 -0.53 1.17
10 H -1.83 0.75 -0.44
11 H 1.03 -0.36 -1.39
12 H 1.02 1.38 -1.21
13 H 2.59 0.82 0.79
14 H 3.17 0.57 -0.71

**SMILES**: CNC(=O)CN
**Total charge**: 0
**LUMO level**: 0.802 eV
**HOMO**: -9.5378 eV
**Spin multiplicity**: 1
**M**: 88.110 u
**Gap between HOMO and LUMO**: 10.34 eV

---

Arrangement 3

Below is a 2-piece molecular cluster, C3H8N2O overall, with properties calculated with ωB97M-V/def2-TZVPD.

Cartesian coordinates (Å):
1 C 0.15 -1.10 0.28
2 C -0.01 0.65 -1.55
3 C 0.74 -0.26 1.35
4 N 0.08 1.85 -1.13
5 N -1.13 -1.55 0.42
6 O -0.08 2.93 -1.79
7 H 0.81 -1.72 -0.30
8 H -0.29 0.45 -2.58
9 H 1.67 0.18 1.02
10 H 0.95 -0.88 2.23
11 H 0.05 0.52 1.67
12 H 0.34 1.97 -0.13
13 H -1.51 -2.11 -0.32
14 H -1.78 -0.91 0.84

**Total charge**: 0
**LUMO level (spin up / spin down)**: 0.323 / 0.324 eV
**HOMO (spin up / spin down)**: -7.5912 / -7.5920 eV
**Spin multiplicity**: 1
**M**: 88.110 u
**Gap between HOMO and LUMO (spin up / spin down)**: 7.91 / 7.92 eV

---

Relative energies, in eV, with the most stable structure set to zero: arrangement 1 0.000; arrangement 2 0.312; arrangement 3 4.824.